{
  "formula": "C36H21F5N4O4PS2SeTi",
  "method": "the ωB97M-V functional and the def2-TZVPD basis",
  "lumo_ev": [1.75, 1.75],
  "de_lowest_kcal_mol": 56.6,
  "e_tot_ha": -6792.5452,
  "total_charge": -1,
  "elements": ["Ti", "Se", "N", "C", "C", "C", "C", "C", "N", "C", "C", "N", "C", "C", "C", "C", "C", "N", "H", "H", "H", "H", "H", "H", "O", "P", "C", "C", "C", "C", "C", "C", "C", "C", "C", "C", "C", "C", "C", "C", "C", "C", "C", "C", "H", "H", "H", "H", "H", "H", "H", "H", "H", "H", "H", "H", "H", "H", "H", "O", "S", "O", "O", "S", "F", "C", "C", "C", "F", "C", "F", "C", "F", "C", "F"],
  "positions_angstrom": [[0.425, 0.848, 1.549], [4.759, 0.729, -4.584], [4.313, -0.366, -3.237], [3.858, 0.386, -2.266], [3.414, -0.140, -0.995], [3.624, -1.450, -0.612], [3.266, -1.848, 0.679], [2.568, -0.983, 1.495], [2.254, 0.274, 1.134], [2.806, 0.754, -0.061], [2.906, 2.162, -0.257], [2.603, 2.960, 0.794], [2.813, 4.250, 0.698], [3.311, 4.880, -0.450], [3.627, 4.091, -1.535], [3.452, 2.712, -1.460], [3.851, 1.812, -2.510], [4.288, 2.205, -3.684], [4.115, -2.131, -1.295], [3.498, -2.843, 1.034], [2.212, -1.295, 2.470], [2.577, 4.834, 1.585], [3.456, 5.951, -0.470], [4.036, 4.511, -2.446], [-0.038, -1.060, 0.780], [-1.188, -1.615, -0.044], [-1.520, -0.594, -1.503], [-0.672, 0.469, -1.798], [-0.884, 1.234, -2.932], [-1.940, 0.938, -3.780], [-2.788, -0.121, -3.494], [-2.577, -0.889, -2.360], [-0.560, -3.210, -0.683], [-1.219, -3.964, -1.648], [-0.740, -5.215, -2.002], [0.389, -5.734, -1.381], [1.050, -4.987, -0.418], [0.580, -3.728, -0.075], [-2.739, -2.235, 0.688], [-2.634, -3.379, 1.472], [-3.738, -3.851, 2.162], [-4.946, -3.181, 2.072], [-5.070, -2.076, 1.242], [-3.974, -1.612, 0.537], [0.150, 0.702, -1.138], [-0.234, 2.073, -3.145], [-2.104, 1.538, -4.667], [-3.623, -0.341, -4.148], [-3.249, -1.704, -2.120], [-2.113, -3.579, -2.123], [-1.248, -5.797, -2.761], [0.747, -6.720, -1.646], [1.932, -5.382, 0.071], [1.091, -3.132, 0.666], [-1.677, -3.874, 1.576], [-3.644, -4.717, 2.805], [-5.794, -3.511, 2.660], [-6.012, -1.547, 1.171], [-4.060, -0.737, -0.090], [0.014, 0.195, 3.188], [-1.520, 0.180, 3.272], [-1.957, -1.183, 3.448], [-1.954, 1.125, 4.268], [-2.085, 0.899, 1.456], [0.972, 2.570, 3.889], [0.240, 3.326, 3.044], [0.061, 2.861, 1.749], [-0.613, 3.731, 0.911], [-0.805, 3.350, -0.375], [-1.087, 4.965, 1.300], [-1.723, 5.783, 0.446], [-0.906, 5.366, 2.614], [-1.365, 6.558, 3.020], [-0.229, 4.545, 3.497], [-0.028, 4.964, 4.754]]
}

=====

{
  "formula": "C36H22F9NO4PPtS",
  "method": "the ωB97M-V functional and the def2-TZVPD basis",
  "lumo_ev": 2.06,
  "de_lowest_kcal_mol": 0.0,
  "e_tot_ha": -3498.6874,
  "total_charge": -1,
  "elements": ["Pt", "C", "C", "C", "C", "C", "C", "C", "C", "C", "C", "C", "C", "C", "C", "C", "N", "H", "H", "H", "H", "H", "H", "H", "H", "H", "H", "O", "S", "O", "O", "O", "F", "C", "F", "F", "C", "C", "C", "C", "C", "C", "P", "C", "C", "C", "C", "C", "C", "C", "F", "F", "F", "C", "C", "C", "C", "C", "C", "C", "F", "F", "F", "H", "H", "H", "H", "H", "H", "H", "H", "H", "H", "H", "H"],
  "positions_angstrom": [[-1.436, 1.414, 1.024], [-1.820, -1.454, 4.109], [-2.421, -2.577, 3.557], [-2.759, -2.566, 2.219], [-2.503, -1.463, 1.392], [-1.869, -0.328, 1.938], [-1.556, -0.359, 3.306], [-2.882, -1.530, -0.047], [-3.499, -2.691, -0.612], [-3.785, -2.737, -1.940], [-3.479, -1.631, -2.769], [-3.717, -1.589, -4.161], [-3.377, -0.480, -4.884], [-2.794, 0.637, -4.245], [-2.559, 0.624, -2.899], [-2.890, -0.519, -2.133], [-2.604, -0.500, -0.808], [-1.559, -1.429, 5.161], [-2.631, -3.450, 4.161], [-3.233, -3.453, 1.821], [-1.097, 0.517, 3.750], [-3.741, -3.545, 0.001], [-4.245, -3.617, -2.374], [-4.170, -2.448, -4.643], [-3.556, -0.451, -5.951], [-2.536, 1.510, -4.831], [-2.129, 1.470, -2.377], [-3.137, 4.956, 1.204], [-2.311, 3.836, 1.555], [-1.505, 4.002, 2.758], [-1.384, 3.437, 0.378], [-3.120, 2.527, 1.645], [4.473, 3.849, 4.954], [4.856, 3.573, 3.695], [6.004, 2.871, 3.780], [5.173, 4.753, 3.123], [3.798, 2.841, 2.923], [4.169, 1.923, 1.948], [3.189, 1.282, 1.213], [1.841, 1.545, 1.454], [1.476, 2.477, 2.420], [2.461, 3.127, 3.153], [0.534, 0.704, 0.495], [0.886, -1.072, 0.689], [0.367, -1.956, -0.255], [0.461, -3.324, -0.066], [1.069, -3.815, 1.080], [1.586, -2.945, 2.030], [1.496, -1.578, 1.833], [1.147, -5.290, 1.337], [2.385, -5.670, 1.718], [0.314, -5.676, 2.323], [0.832, -6.022, 0.253], [1.049, 1.069, -1.227], [0.597, 2.272, -1.774], [0.954, 2.622, -3.064], [1.752, 1.773, -3.821], [2.210, 0.580, -3.286], [1.862, 0.235, -1.988], [2.074, 2.148, -5.236], [2.438, 3.440, -5.349], [1.013, 1.979, -6.054], [3.077, 1.412, -5.752], [5.215, 1.714, 1.768], [3.476, 0.569, 0.449], [0.430, 2.730, 2.580], [2.176, 3.856, 3.900], [-0.137, -1.573, -1.133], [0.048, -4.003, -0.799], [2.050, -3.336, 2.927], [1.883, -0.903, 2.585], [-0.042, 2.927, -1.190], [0.603, 3.556, -3.485], [2.834, -0.078, -3.875], [2.223, -0.699, -1.578]]
}

=====

{
  "formula": "C36H24Cl2N4NaO5PS",
  "method": "the ωB97M-V functional and the def2-TZVPD basis",
  "lumo_ev": 3.89,
  "de_lowest_kcal_mol": 0.0,
  "e_tot_ha": -3803.9251,
  "total_charge": -2,
  "elements": ["Na", "Cl", "C", "C", "C", "N", "C", "O", "C", "C", "C", "C", "C", "N", "C", "C", "C", "Cl", "N", "C", "O", "C", "C", "C", "C", "C", "N", "H", "H", "H", "H", "H", "H", "H", "H", "H", "H", "O", "S", "O", "O", "C", "C", "C", "C", "C", "C", "P", "C", "C", "C", "C", "C", "C", "C", "C", "C", "C", "C", "C", "H", "H", "H", "H", "H", "H", "H", "H", "H", "H", "H", "H", "H", "H"],
  "positions_angstrom": [[-1.178, 0.698, -0.376], [5.186, 5.982, 0.637], [3.594, 5.310, 0.356], [3.472, 3.962, 0.067], [2.238, 3.347, -0.150], [2.287, 1.977, -0.455], [1.886, 1.129, 0.450], [1.974, -0.130, 0.386], [1.250, 1.604, 1.751], [2.057, 1.969, 2.829], [1.467, 2.305, 4.030], [0.081, 2.268, 4.127], [-0.640, 1.901, 3.004], [-0.082, 1.578, 1.840], [1.056, 4.143, -0.118], [1.211, 5.504, 0.196], [2.449, 6.078, 0.421], [2.529, 7.790, 0.794], [-0.162, 3.564, -0.474], [-1.280, 4.173, -0.129], [-1.491, 5.171, 0.601], [-2.534, 3.653, -0.836], [-3.617, 4.527, -0.949], [-4.752, 4.114, -1.616], [-4.798, 2.827, -2.132], [-3.695, 2.010, -1.947], [-2.584, 2.414, -1.327], [4.358, 3.343, 0.007], [3.131, 1.990, 2.696], [2.075, 2.601, 4.878], [-0.435, 2.530, 5.041], [-1.725, 1.882, 3.030], [0.328, 6.117, 0.276], [-3.523, 5.503, -0.496], [-5.599, 4.783, -1.727], [-5.670, 2.446, -2.649], [-3.691, 0.984, -2.290], [-2.618, -0.780, 0.734], [-3.123, -1.350, -0.514], [-4.566, -1.385, -0.627], [-2.437, -0.766, -1.671], [-2.584, -3.064, -0.509], [-3.560, -4.053, -0.507], [-3.199, -5.392, -0.522], [-1.857, -5.743, -0.539], [-0.890, -4.750, -0.535], [-1.229, -3.398, -0.521], [0.088, -2.088, -0.430], [1.054, -2.861, 0.925], [0.555, -2.637, 2.208], [1.187, -3.176, 3.316], [2.340, -3.936, 3.163], [2.851, -4.151, 1.892], [2.211, -3.617, 0.780], [1.063, -2.482, -1.935], [0.522, -3.192, -3.006], [1.246, -3.369, -4.178], [2.521, -2.836, -4.297], [3.054, -2.101, -3.247], [2.330, -1.910, -2.079], [-4.598, -3.746, -0.501], [-3.965, -6.159, -0.520], [-1.562, -6.786, -0.548], [0.159, -5.027, -0.535], [-0.329, -2.021, 2.334], [0.786, -2.986, 4.305], [2.844, -4.346, 4.031], [3.756, -4.732, 1.760], [2.625, -3.787, -0.206], [-0.475, -3.608, -2.933], [0.803, -3.921, -4.999], [3.087, -2.973, -5.211], [4.032, -1.644, -3.339], [2.706, -1.272, -1.285]]
}